C3H5N3 | ωB97M-V/def2-TZVPD

Computed properties:
Relative energy (zero: lowest compared OMol25 entry of this formula, charge and spin) (kJ/mol): 511.1
E_tot (eV): -7657.159
Kohn-Sham gap (eV): 9.558
HOMO energy (eV): -9.87

Geometry as XYZ:
```
11
C3H5N3 ωB97M-V/def2-TZVPD
C 0.97 1.58 0.21
C 0.02 -0.78 -1.04
N 0.37 -0.32 0.22
H 1.27 0.19 0.63
H 1.00 1.65 -0.89
H -0.79 -0.43 2.04
N -1.15 -1.34 -1.02
C -0.73 -0.65 0.98
H 0.01 2.04 0.50
H 0.65 -0.68 -1.91
N -1.63 -1.26 0.28
```

Atom charges from the natural (NBO) analysis, given in e for atoms 1 to 5: -0.44 0.16 -0.56 0.46 0.15